109
Properties=species:S:1:pos:R:3:forces:R:3 method="wB97M-V/def2-TZVPD" gap_ev="4.16 / 5.09" spin_multiplicity=4 homo_ev="-4.31 / -5.33" s_squared=3.8826 e_lumo_ev="-0.1 / -0.2"
H 0.0063 2.5858 2.1103 0.021 -0.102 -0.040
C -2.5256 4.1834 -1.2587 -0.074 -0.021 0.055
C -4.3856 -0.6721 0.5572 0.258 -0.597 -0.484
C -4.8763 -5.5278 -2.5477 0.219 -0.337 -0.263
C 0.0283 4.2053 -0.1511 0.041 -0.218 -0.128
Se 1.5451 -2.5068 0.1450 0.399 -0.210 -0.019
C -0.4021 3.1108 -0.8879 -0.062 0.008 0.052
C -1.0474 2.3465 2.0512 -0.082 1.728 1.283
F 1.2490 4.0395 -5.7296 -0.156 -0.407 0.162
N -2.0674 -0.7178 -0.2447 -0.318 0.279 -0.081
C 2.9460 1.3914 2.8790 -0.444 0.218 -0.789
H -0.6023 -3.3990 3.8804 -0.074 -0.031 -0.025
H -5.7019 -6.1559 -2.8306 -0.111 -0.157 -0.032
C 0.9579 1.6907 -5.8661 -0.053 0.218 0.217
C 1.6136 -5.5186 -0.8039 0.032 -0.076 0.208
H 1.0676 -6.1634 -1.4946 0.012 -0.018 0.018
C 1.1055 -0.6211 2.8891 -0.404 -0.876 0.696
C 3.8314 -5.4497 -1.9408 -0.196 0.164 -0.407
C -1.4731 6.1157 4.9509 0.331 0.223 0.097
C -0.1577 6.0588 4.6159 0.072 -0.218 -0.221
F 0.6585 -0.6554 -5.8788 0.039 0.411 0.018
C 0.7333 2.8574 -3.7597 -0.289 -0.257 0.721
C 4.3380 3.1574 -1.3977 0.184 0.026 -0.036
H 1.0113 4.2121 0.2995 0.055 0.020 0.050
S -2.5255 -4.5285 -2.3708 -0.679 -0.051 0.072
P 0.4986 1.5597 -1.1972 0.598 0.943 -0.311
C 2.9560 3.0976 -1.3487 -0.172 -0.144 0.153
H 0.9461 -3.7386 -2.6419 0.037 -0.038 0.024
H 2.4394 -2.2216 -3.1287 -0.078 -0.016 -0.029
C -4.6440 -1.8733 -0.0881 0.217 0.544 0.226
H 5.2980 -6.3726 -1.0598 -0.053 0.027 0.065
H 2.3901 4.0119 -1.4253 -0.068 0.027 -0.066
C 0.1350 -2.6070 3.8981 0.107 -0.203 0.270
H 2.7439 -1.5087 5.7417 0.161 0.010 0.079
O 4.4937 -5.9193 -0.7885 0.177 -0.117 0.239
C -5.3547 0.0304 1.3365 -0.199 0.448 0.331
C 1.9664 -4.0841 -2.8439 -0.137 -0.266 0.316
H -5.7793 1.6790 2.6011 -0.051 0.014 -0.013
H -1.8890 6.8504 5.6199 -0.003 0.102 0.066
H 3.6985 -2.7940 -1.1632 -0.099 0.021 0.021
H 1.9834 1.9334 1.0559 0.039 0.034 0.217
N -0.8733 -1.5544 1.9029 -0.012 -0.487 -0.024
H -4.0387 3.3261 3.3272 -0.096 0.050 0.075
C 2.0264 -1.5564 4.9376 0.115 0.324 -0.262
N 1.1090 0.2388 1.8262 0.388 -0.644 0.647
C -5.0034 -4.4046 -1.7122 0.413 0.450 0.220
C -3.6025 -5.7227 -2.9791 0.144 0.214 0.043
C 0.4819 0.5022 -3.8347 -0.318 0.636 0.637
C 0.6938 0.4982 -5.1986 0.129 0.041 -0.432
H -2.0352 2.2196 -1.9595 -0.073 0.006 0.018
H -0.4666 6.1631 0.5545 0.010 0.015 0.043
H -1.5617 -2.3548 -1.3776 0.086 0.057 0.048
C -2.3589 -1.8642 -0.8341 -0.941 -1.091 -0.573
C 1.1066 -2.5768 4.8937 -0.413 -0.285 -0.096
C -1.9465 3.1376 2.7687 0.300 -1.149 -0.867
H -1.7739 -1.3020 2.3215 0.013 0.056 -0.214
H 1.1267 -3.3551 5.6408 -0.033 -0.065 0.109
H 6.1810 2.0703 -1.3067 0.049 -0.019 -0.027
H -5.6215 -2.3250 -0.0190 -0.127 0.010 0.006
C 4.4739 0.7790 -1.1310 0.224 0.044 -0.065
C -0.8061 5.3023 -0.0052 -0.075 0.094 0.063
H 4.8243 4.1122 -1.5404 0.019 0.070 0.054
C -3.3074 2.7743 2.7596 -0.242 -0.403 -0.311
N -1.3821 1.2876 1.3201 -0.787 -0.285 -0.431
H -2.7142 6.1557 -0.4524 -0.069 0.079 0.056
V -0.3053 -0.0391 0.4883 0.288 -0.647 -1.417
C -1.4944 4.2702 3.5316 0.554 0.805 0.460
H -3.2223 -6.4845 -3.6302 0.015 -0.207 -0.117
C -2.7138 0.9701 1.2724 -1.096 -0.423 -0.023
H 2.1444 -6.1234 -0.0670 -0.120 0.032 -0.127
C 5.1023 2.0071 -1.2838 -0.050 -0.024 0.004
C -3.6090 -2.5038 -0.7977 0.767 1.024 0.295
C 0.4782 1.6698 -3.0503 0.228 -0.429 -1.151
C 3.0601 -3.4985 -0.6279 0.132 0.002 0.149
Br 0.1114 -1.1249 -2.9880 -0.012 -0.295 -0.285
C -3.0659 -0.1349 0.4909 -0.632 0.467 0.537
H 3.6251 -3.9197 0.2059 -0.127 0.141 -0.068
F 0.7614 4.0377 -3.1230 0.123 -0.195 -0.411
H -3.5236 4.1622 -1.6731 -0.050 0.029 -0.024
H 3.6327 2.2218 2.8193 0.035 0.113 -0.026
C 2.0615 -0.5636 3.9401 -0.312 -0.328 0.095
C 2.3169 1.8700 -1.1744 0.180 0.041 -0.191
H 0.6391 6.7015 4.9329 0.150 0.150 0.104
C 3.0974 0.7141 -1.0821 -0.381 0.043 0.082
H 3.7200 0.5764 4.7152 0.123 0.024 0.122
S 0.1808 4.7608 3.5355 -0.590 0.177 0.301
H -6.3578 -0.3744 1.3800 -0.052 0.030 0.008
H -1.0128 -2.4759 1.4704 -0.127 0.344 0.197
O 2.7480 -3.0829 -3.4313 0.351 0.263 -0.257
C 2.9952 0.4913 3.9229 0.300 -0.095 0.327
C 0.1233 -1.6250 2.9247 0.746 0.344 0.703
H -5.9390 -4.0972 -1.2818 -0.155 0.105 0.067
C -5.0348 1.1610 2.0102 -0.370 -0.470 -0.164
F 1.1796 1.7105 -7.1885 -0.100 0.014 0.698
H -3.2939 5.0001 4.4804 -0.151 -0.068 0.016
H 5.0638 -0.1217 -1.0427 0.034 -0.084 0.026
C 2.0056 1.2269 1.8737 1.526 1.469 0.292
C -3.6979 1.6709 2.0216 0.563 0.409 0.186
C -1.6942 3.0952 -1.4149 0.145 -0.077 -0.010
C 0.9731 2.8780 -5.1191 0.141 -0.219 -0.746
C -3.8224 -3.7293 -1.5173 -0.024 -0.885 -0.581
C -2.0742 5.2931 -0.5601 0.007 0.165 0.024
Se 0.2617 -4.4689 0.1623 -0.178 -0.200 0.012
H 3.5017 -6.2906 -2.5664 0.005 0.063 -0.002
C 2.5947 -4.6236 -1.5447 0.144 0.074 -0.144
H 2.5946 -0.2380 -0.9249 0.101 0.068 -0.049
H 4.4851 -4.8051 -2.5417 -0.049 -0.076 0.008
C -2.2334 5.1048 4.3345 0.064 -0.467 -0.404
H 1.8965 -4.9012 -3.5683 -0.043 -0.029 0.049

***

14
Properties=species:S:1:pos:R:3:forces:R:3 method="wB97M-V/def2-TZVPD" smiles="[H]/N=C1/CO[C@H](C)O1" de_lowest_kj_mol=111.26 gap_ev=11.12 homo_ev=-10.21 e_lumo_ev=0.9
H 2.2882 1.3182 0.3796 -0.056 -0.045 -0.137
H 2.2836 0.8742 -1.3497 -0.076 -0.012 0.123
O -0.1717 0.5299 0.8979 -0.039 -0.113 0.057
C -1.2511 -0.8251 -0.6292 -0.172 -0.141 0.066
N -1.5821 -1.0914 1.8070 0.192 0.244 -0.220
O -0.2128 -0.1308 -1.2889 0.045 -0.011 -0.065
C 1.8566 0.6481 -0.3689 0.054 0.020 -0.009
H -1.2662 -0.6766 2.6840 -0.071 -0.045 -0.033
H 0.0473 1.8220 -0.6744 0.012 -0.121 0.042
C -1.0434 -0.5079 0.8296 -0.230 -0.209 0.140
H 2.0982 -0.3851 -0.1034 -0.016 0.124 -0.039
H -2.2406 -0.4827 -0.9600 0.119 -0.020 0.057
C 0.3553 0.8034 -0.4003 0.269 0.195 -0.032
H -1.1614 -1.8963 -0.8232 -0.030 0.133 0.051